(1)
{"formula": "C8H11N5O", "method": "ωB97M-V with the def2-TZVPD basis set", "species": ["C", "C", "C", "N", "C", "N", "C", "N", "C", "N", "C", "C", "N", "O", "H", "H", "H", "H", "H", "H", "H", "H", "H", "H", "H"], "coordinates": [[0.676, 3.045, 3.031], [0.724, 1.759, 3.300], [1.640, 0.973, 2.531], [0.971, -0.135, 1.587], [0.635, 0.170, 0.403], [1.173, 1.291, -0.309], [0.846, 1.375, -1.562], [0.130, 0.578, -2.505], [-0.606, -0.553, -1.880], [-1.891, -0.870, -2.554], [-2.628, -2.034, -2.642], [-0.261, -0.722, -0.480], [-0.717, -2.098, -0.143], [-0.329, -2.565, 1.027], [1.146, 3.744, 2.235], [0.296, 3.759, 3.741], [0.256, 1.481, 4.246], [2.403, 1.587, 1.892], [2.365, 0.307, 2.942], [0.795, -1.070, 1.887], [1.377, 2.309, -2.141], [-1.664, -0.274, -3.500], [-3.544, -1.993, -2.089], [-1.785, -2.735, -2.461], [-2.827, -2.032, -3.712]], "atomic_forces_ev_per_a": [[0.8, 3.5, -0.6], [0.0, 1.2, 0.9], [2.3, -2.7, -4.2], [1.3, 2.5, 2.7], [-1.3, 0.2, -7.4], [-1.5, -1.8, 2.5], [0.3, 0.4, -4.8], [-1.2, -1.4, 3.6], [-0.5, 5.0, 0.1], [6.9, 7.1, -1.3], [1.7, -1.7, -1.7], [-0.5, -3.9, 0.9], [2.3, 1.5, 4.2], [-1.2, 1.9, -4.1], [-0.4, -2.3, 0.7], [-0.9, -0.2, 0.4], [0.1, -0.6, -0.4], [-2.2, -0.8, 0.7], [0.2, -0.2, 1.8], [-0.5, -0.7, 0.5], [-1.5, -2.4, 1.5], [-1.2, -2.0, 2.8], [-0.2, -0.6, 0.7], [-1.9, -1.2, 0.4], [-0.7, -0.9, 0.0]], "total_charge": 0, "e_above_lowest_ev": 7.645, "smiles": "C=CCNc1ncnc(NC)c1N=O", "lumo_energy_ev": -0.43}



(2)
{"formula": "C18H42N3O8S2", "method": "ωB97M-V with the def2-TZVPD basis set", "species": ["C", "O", "C", "C", "C", "C", "C", "C", "C", "C", "S", "O", "O", "N", "S", "O", "O", "C", "C", "O", "C", "N", "H", "H", "H", "H", "H", "H", "H", "H", "H", "H", "H", "H", "H", "H", "H", "H", "H", "H", "H", "H", "H", "H", "H", "H", "H", "H", "H", "C", "O", "C", "C", "N", "C", "C", "O", "C", "H", "H", "H", "H", "H", "H", "H", "H", "H", "H", "H", "H", "H", "H", "H"], "coordinates": [[11.725, 0.196, 2.559], [11.215, -0.382, 1.380], [9.942, -0.987, 1.516], [9.232, -1.045, 0.159], [7.739, -0.688, 0.268], [7.496, 0.782, -0.078], [6.044, 1.238, 0.158], [6.000, 2.531, 0.982], [4.618, 3.216, 1.127], [3.430, 2.278, 0.922], [1.905, 3.000, 1.562], [2.135, 4.430, 1.615], [1.634, 2.385, 2.842], [0.811, 2.747, 0.423], [0.224, 1.261, 0.265], [-0.099, 1.047, -1.128], [0.993, 0.217, 0.896], [-1.339, 1.427, 1.119], [-2.424, 0.405, 0.767], [-1.879, -0.826, 0.304], [-3.330, 0.130, 1.976], [-4.702, -0.258, 1.623], [12.049, 1.215, 2.347], [10.988, 0.217, 3.362], [12.596, -0.361, 2.917], [10.064, -2.003, 1.910], [9.316, -0.421, 2.213], [9.742, -0.337, -0.494], [9.365, -2.039, -0.267], [7.393, -0.875, 1.285], [7.170, -1.306, -0.427], [7.804, 0.944, -1.112], [8.153, 1.387, 0.555], [5.510, 0.451, 0.689], [5.548, 1.413, -0.797], [6.428, 2.324, 1.966], [6.674, 3.234, 0.485], [4.571, 4.055, 0.437], [4.554, 3.640, 2.128], [3.249, 2.147, -0.143], [3.592, 1.316, 1.397], [-1.694, 2.412, 0.821], [-1.160, 1.470, 2.193], [-3.063, 0.829, -0.015], [-2.536, -1.232, -0.254], [-2.883, -0.712, 2.504], [-3.354, 0.977, 2.663], [-4.997, 0.189, 0.764], [-4.761, -1.257, 1.492], [-7.133, -1.937, -4.801], [-7.281, -2.928, -3.805], [-6.284, -2.905, -2.791], [-6.834, -2.410, -1.470], [-7.144, -0.989, -1.517], [-7.900, -0.479, -0.375], [-9.273, -1.068, -0.074], [-10.279, -0.752, -1.019], [-10.297, -1.555, -2.181], [-7.809, -2.194, -5.616], [-7.396, -0.938, -4.438], [-6.111, -1.912, -5.189], [-5.424, -2.306, -3.104], [-5.944, -3.935, -2.655], [-6.083, -2.584, -0.693], [-7.712, -3.027, -1.231], [-7.658, -0.790, -2.364], [-8.032, 0.594, -0.535], [-7.277, -0.590, 0.518], [-9.609, -0.625, 0.867], [-9.235, -2.153, 0.090], [-10.008, -2.588, -1.965], [-9.648, -1.154, -2.965], [-11.317, -1.553, -2.565]], "atomic_forces_ev_per_a": [[0.2, -0.1, 0.0], [-0.1, 0.2, -0.1], [-0.1, -0.1, -0.3], [0.1, -0.1, 0.3], [0.4, 0.2, -0.5], [-0.2, -0.1, 0.4], [0.3, 0.3, 0.0], [-0.2, 0.0, -0.3], [0.4, -0.3, 0.3], [0.2, 0.4, -0.2], [0.0, 0.6, 0.0], [0.0, 0.0, -0.2], [-0.1, -0.3, 0.1], [0.2, -0.7, 0.4], [-0.1, 0.3, -0.5], [-0.2, 0.3, -0.1], [0.2, 0.0, 0.2], [-0.4, -0.1, 0.0], [-0.1, -0.1, 0.3], [0.2, 0.1, 0.3], [-0.1, -0.1, -0.1], [0.0, 0.0, 0.2], [0.0, 0.1, 0.0], [-0.1, 0.1, 0.0], [0.0, -0.1, 0.0], [-0.1, 0.0, 0.2], [0.1, 0.1, 0.1], [0.0, 0.0, -0.1], [0.0, 0.0, -0.1], [-0.2, -0.2, 0.0], [-0.2, -0.1, 0.2], [0.0, 0.1, 0.0], [0.1, 0.0, -0.1], [-0.2, -0.1, -0.1], [-0.1, -0.2, 0.0], [0.0, 0.0, 0.1], [0.1, 0.1, 0.2], [-0.2, 0.0, 0.0], [0.0, 0.1, 0.0], [0.0, -0.3, 0.0], [-0.3, -0.1, 0.1], [0.0, 0.0, 0.0], [0.3, -0.1, 0.0], [0.1, 0.1, -0.2], [-0.2, -0.2, -0.3], [0.1, 0.1, 0.2], [0.0, 0.2, -0.1], [0.0, 0.0, -0.1], [0.0, -0.1, -0.1], [0.0, -0.1, 0.0], [0.0, 0.1, 0.0], [0.1, -0.2, 0.1], [-0.1, 0.1, -0.1], [-0.2, -0.1, 0.0], [0.2, 0.1, -0.1], [0.0, 0.0, 0.2], [0.0, 0.0, -0.1], [-0.1, 0.1, 0.0], [0.0, 0.0, 0.0], [0.1, 0.0, 0.0], [0.0, 0.0, 0.0], [0.0, 0.1, 0.0], [0.0, 0.0, 0.0], [0.0, 0.0, 0.0], [0.1, -0.1, 0.0], [0.0, 0.0, 0.0], [0.0, 0.0, 0.1], [-0.1, 0.0, 0.0], [0.0, 0.0, 0.0], [0.0, 0.0, -0.1], [0.1, 0.0, 0.0], [0.1, -0.1, 0.0], [0.0, 0.0, 0.0]], "total_charge": -1, "e_above_lowest_ev": 0.247, "lumo_energy_ev": 2.15}



(3)
{"formula": "C6H12FeO9", "method": "ωB97M-V with the def2-TZVPD basis set", "species": ["Fe", "C", "C", "C", "O", "C", "C", "C", "O", "O", "O", "H", "H", "O", "H", "H", "O", "H", "H", "O", "H", "H", "O", "H", "H", "O", "H", "H"], "coordinates": [[9.346, -18.160, 24.343], [5.784, -17.160, 24.420], [6.768, -16.685, 23.394], [6.332, -15.445, 22.487], [7.061, -15.005, 21.602], [5.017, -14.779, 22.794], [4.115, -15.337, 23.718], [4.585, -16.511, 24.568], [3.816, -16.990, 25.539], [2.901, -14.827, 23.737], [7.964, -17.104, 23.314], [5.886, -18.021, 25.064], [4.661, -13.933, 22.226], [10.750, -19.366, 25.306], [10.608, -19.694, 26.193], [11.537, -19.821, 25.005], [9.216, -16.967, 26.067], [8.475, -17.018, 26.671], [9.732, -16.226, 26.384], [7.916, -19.381, 25.397], [7.285, -19.151, 26.079], [7.874, -20.336, 25.344], [10.907, -16.763, 23.895], [10.764, -16.240, 23.107], [11.802, -16.557, 24.162], [9.550, -19.183, 22.569], [9.920, -20.064, 22.631], [9.295, -19.094, 21.651]], "atomic_forces_ev_per_a": [[-1.5, 1.3, -0.2], [4.2, 1.3, -4.1], [-2.6, -0.4, 3.0], [0.2, 0.5, -0.1], [-0.7, -0.9, 1.2], [0.9, -1.2, -0.1], [-3.4, 1.6, -0.1], [-5.5, -1.6, 4.8], [2.5, 2.5, -3.9], [4.0, -2.0, 0.4], [0.4, -0.1, -0.4], [0.4, 0.1, -0.2], [0.3, 0.1, -0.2], [0.4, -0.3, 0.1], [-0.3, 0.0, 0.5], [0.4, 0.0, -0.3], [-0.1, -0.1, 0.5], [-0.4, 0.0, 0.2], [0.3, 0.3, -0.2], [0.3, -0.4, 0.1], [-0.4, 0.3, 0.2], [-0.1, -0.4, -0.2], [0.3, 0.1, -0.1], [-0.3, 0.3, -0.4], [0.3, -0.1, 0.2], [0.5, -0.9, -0.3], [0.1, -0.4, -0.1], [-0.4, 0.5, -0.3]], "s_squared": 8.809, "total_charge": 1, "spin_multiplicity": 6, "lumo_energy_ev": [-4.05, -4.37]}



(4)
{"formula": "C34H57ClP2Si2Sn", "method": "ωB97M-V with the def2-TZVPD basis set", "species": ["Sn", "C", "C", "C", "Si", "C", "C", "Si", "H", "H", "H", "Cl", "C", "C", "C", "C", "H", "H", "H", "H", "H", "H", "H", "H", "H", "H", "H", "H", "C", "C", "P", "H", "H", "P", "H", "H", "C", "C", "C", "C", "C", "H", "C", "H", "H", "H", "H", "H", "H", "H", "C", "C", "H", "H", "H", "H", "H", "H", "H", "C", "C", "H", "H", "H", "H", "H", "H", "C", "C", "H", "H", "H", "H", "H", "H", "H", "C", "H", "H", "H", "C", "C", "C", "C", "C", "C", "C", "C", "C", "C", "H", "H", "H", "H", "H", "H", "H"], "coordinates": [[-0.894, 0.134, 1.233], [1.827, -0.198, -2.302], [1.057, -1.380, -2.517], [-0.106, -0.985, -3.230], [1.523, -3.000, -1.736], [-0.108, 0.438, -3.339], [1.061, 0.937, -2.703], [1.528, 2.666, -2.219], [2.856, -0.169, -1.912], [-0.865, -1.660, -3.623], [-0.869, 1.048, -3.818], [-3.019, 0.369, 2.066], [3.362, 2.770, -1.889], [1.024, 3.758, -3.641], [3.367, -3.089, -1.442], [0.969, -4.310, -2.938], [1.553, 3.465, -4.562], [1.319, 4.775, -3.352], [-0.054, 3.734, -3.850], [3.613, 2.370, -0.898], [3.601, 3.840, -1.914], [3.945, 2.241, -2.652], [1.453, -4.160, -3.914], [-0.116, -4.336, -3.094], [1.299, -5.264, -2.506], [3.930, -2.576, -2.229], [3.618, -4.157, -1.450], [3.643, -2.668, -0.469], [0.819, 3.202, -0.517], [0.819, -3.219, 0.035], [-0.938, 2.838, -0.109], [1.001, 4.275, -0.360], [1.460, 2.667, 0.204], [-0.929, -2.769, 0.390], [1.474, -2.597, 0.663], [0.985, -4.255, 0.357], [-1.388, -3.919, 1.834], [-1.861, -3.716, -0.907], [-1.869, 3.549, -1.553], [-1.407, 4.226, 1.106], [-1.713, 3.418, 2.378], [-2.356, 4.632, 0.724], [-0.450, 5.404, 1.324], [0.554, 5.109, 1.645], [-0.855, 6.061, 2.111], [-0.350, 6.047, 0.437], [-2.461, 2.622, 2.170], [-2.123, 4.040, 3.182], [-0.797, 2.905, 2.717], [-1.474, 2.949, -2.388], [-1.672, 5.044, -1.833], [-3.378, 3.370, -1.425], [-0.645, 5.356, -2.048], [-2.081, 5.656, -1.016], [-2.288, 5.262, -2.719], [-3.675, 2.369, -1.718], [-3.869, 4.065, -2.118], [-3.747, 3.596, -0.416], [-1.475, -3.281, -1.842], [-3.368, -3.503, -0.794], [-1.664, -5.235, -0.895], [-0.635, -5.580, -1.031], [-2.267, -5.625, -1.729], [-2.082, -5.674, 0.022], [-3.659, -2.571, -1.269], [-3.713, -3.526, 0.248], [-3.884, -4.307, -1.334], [-1.631, -2.914, 2.970], [-0.437, -5.041, 2.262], [-2.348, -4.377, 1.552], [0.564, -4.681, 2.529], [-0.330, -5.839, 1.515], [-0.851, -5.523, 3.162], [-0.691, -2.375, 3.173], [-1.977, -3.416, 3.882], [-2.398, -2.169, 2.691], [-4.054, -0.099, -1.927], [-3.046, -0.158, -2.371], [-4.304, -0.970, -1.272], [-4.228, 0.871, -1.403], [4.613, -0.087, 2.004], [3.692, -0.120, 0.925], [2.322, -0.018, 1.208], [1.867, 0.162, 2.582], [0.527, 0.292, 3.021], [0.136, 0.478, 4.356], [1.125, 0.536, 5.408], [2.445, 0.396, 5.008], [2.853, 0.210, 3.653], [4.206, 0.061, 3.319], [5.696, -0.170, 1.822], [4.088, -0.220, -0.111], [1.600, -0.058, 0.360], [-0.919, 0.576, 4.659], [0.781, 0.675, 6.454], [3.262, 0.415, 5.758], [4.882, 0.085, 4.187]], "atomic_forces_ev_per_a": [[1.2, 0.0, -0.5], [-0.7, 0.1, 0.6], [0.8, 0.0, 0.2], [-0.2, 0.9, 0.4], [-0.4, 1.7, -1.1], [-0.1, -0.9, 0.5], [0.6, 0.1, 0.2], [-0.3, -1.8, -0.7], [-0.6, 0.0, 0.0], [0.1, 0.1, 0.0], [0.0, -0.1, 0.0], [-1.2, -0.4, 0.4], [0.1, 0.3, 0.0], [0.1, 0.7, 0.2], [0.0, -0.3, 0.0], [0.1, -0.6, 0.3], [-0.1, 0.1, 0.4], [-0.2, 0.1, -0.5], [0.3, 0.0, 0.1], [0.0, 0.1, -0.2], [0.3, -0.1, 0.1], [-0.1, 0.2, 0.1], [-0.1, 0.0, 0.4], [0.3, 0.0, 0.0], [-0.2, -0.2, -0.4], [-0.1, -0.1, 0.1], [0.3, 0.1, 0.1], [0.0, -0.1, -0.2], [-0.2, -0.1, 0.0], [-0.1, 0.1, 0.0], [0.6, 2.0, -0.1], [0.0, -0.2, -0.1], [-0.2, 0.1, -0.1], [0.6, -2.0, 0.1], [-0.2, -0.1, -0.1], [-0.1, 0.1, -0.1], [-0.2, 1.0, 0.3], [0.0, 0.3, -0.4], [0.1, -0.4, -0.5], [-0.2, -0.9, 0.5], [-0.4, 0.0, 0.1], [0.3, -0.2, 0.1], [-0.1, 0.2, 0.0], [-0.2, -0.1, 0.0], [0.0, -0.3, -0.1], [0.0, -0.4, 0.2], [0.5, 0.9, 0.2], [0.2, 0.0, 0.1], [-0.2, 0.2, 0.2], [-0.4, 0.2, 0.0], [0.2, 0.1, -0.1], [-0.2, -0.3, -0.2], [-0.1, -0.1, 0.1], [0.2, -0.2, -0.3], [0.3, 0.1, 0.2], [0.0, 0.2, 0.2], [0.0, -0.2, 0.2], [0.0, -0.1, -0.2], [-0.3, -0.2, 0.1], [-0.2, 0.2, -0.3], [0.2, -0.2, -0.1], [-0.1, 0.1, 0.1], [0.3, 0.0, 0.2], [0.2, 0.1, -0.3], [0.0, -0.1, 0.3], [0.0, 0.1, -0.2], [0.0, 0.2, 0.2], [-0.2, -0.2, 0.2], [0.0, -0.2, 0.1], [0.3, 0.2, 0.1], [-0.2, 0.0, -0.1], [0.0, 0.3, 0.1], [0.1, 0.2, -0.2], [-0.3, -0.1, 0.2], [0.2, 0.1, 0.0], [0.3, -0.4, 0.1], [1.0, 0.1, 2.0], [-0.6, 0.0, -0.3], [-0.2, 0.9, -1.0], [-0.3, -1.1, -0.7], [0.6, 0.0, 0.7], [-0.8, 0.1, 0.3], [0.5, 0.1, 0.4], [1.2, -0.1, 0.6], [-1.5, 0.1, -0.2], [0.6, -0.1, -0.3], [-0.2, -0.2, -1.3], [0.1, 0.0, 0.9], [-1.3, 0.0, -0.8], [0.4, 0.0, -0.2], [-0.7, 0.0, -0.1], [-0.6, 0.1, 0.9], [0.6, 0.1, 0.6], [0.5, -0.1, -0.5], [0.6, -0.1, -0.9], [-0.6, 0.0, -0.5], [0.1, -0.1, -0.8]], "total_charge": 0, "lumo_energy_ev": [-2.07, -0.34]}